22
Properties=species:S:1:pos:R:3 method="wB97M-V/def2-TZVPD" mol_weight_g_mol=165.26 de_lowest_ev=5.553 homo_ha="-0.25089 / -0.25086" homo_lumo_gap_ha="0.248 / 0.248"
C 0.8637 -1.8163 -0.7867
C -0.2494 -1.7096 -0.0213
C 2.0882 -1.1442 -0.4230
C -0.2957 -0.8999 1.1975
C 3.8952 0.3436 0.1458
C -0.8954 0.5110 0.9200
C -1.5488 0.8344 -0.4322
C -0.3142 1.4622 0.0642
C -2.8939 1.4141 -0.7263
N 2.8342 -0.2597 -0.1329
S 0.9354 2.3616 -0.1871
H 1.1052 -2.4050 -1.6859
H -1.1286 -2.2942 -0.3101
H -1.0830 -1.5184 1.7424
H 0.6297 -1.1064 1.8507
H 3.8797 0.8890 1.0644
H 4.7627 0.0769 -0.5129
H -1.4223 0.6364 1.8307
H -1.4564 0.0102 -1.2676
H -3.5891 0.5607 -0.8473
H -2.7805 2.1372 -1.5523
H -3.3367 1.9165 0.0699